1.
{
  "formula": "C33H39AgF3NO2SbSi",
  "method": "wB97M-V/def2-TZVPD",
  "elements": ["Ag", "F", "C", "C", "C", "C", "C", "C", "Sb", "C", "C", "C", "C", "F", "C", "C", "C", "C", "C", "C", "F", "C", "C", "H", "H", "H", "H", "H", "H", "H", "H", "H", "H", "H", "H", "C", "N", "C", "C", "O", "H", "H", "H", "H", "H", "H", "H", "C", "C", "C", "C", "O", "H", "H", "H", "H", "H", "H", "H", "H", "H", "C", "Si", "C", "C", "C", "C", "C", "C", "C", "H", "H", "H", "H", "H", "H", "H", "H", "H", "H", "H"],
  "coordinates": [[-0.241, -0.338, -0.717], [-6.277, -3.126, -1.154], [-5.221, -2.552, -0.538], [-4.568, -3.251, 0.453], [-3.499, -2.639, 1.105], [-3.079, -1.348, 0.766], [-3.744, -0.704, -0.285], [-4.827, -1.294, -0.932], [-1.522, -0.289, 1.873], [-2.970, 0.990, 2.915], [-2.711, 1.329, 4.253], [-3.535, 2.199, 4.967], [-4.622, 2.742, 4.320], [-5.429, 3.585, 5.003], [-4.916, 2.459, 3.003], [-4.081, 1.585, 2.306], [-1.507, -1.712, 3.498], [-0.334, -2.459, 3.684], [-0.236, -3.403, 4.711], [-1.322, -3.577, 5.539], [-1.244, -4.481, 6.538], [-2.496, -2.865, 5.391], [-2.580, -1.931, 4.365], [-4.896, -4.251, 0.709], [-2.987, -3.190, 1.885], [-3.402, 0.274, -0.620], [-5.349, -0.795, -1.739], [-1.851, 0.899, 4.764], [-3.347, 2.446, 6.006], [-5.785, 2.914, 2.537], [-4.313, 1.367, 1.268], [0.498, -2.288, 2.997], [0.666, -3.987, 4.866], [-3.322, -3.048, 6.070], [-3.505, -1.375, 4.239], [-0.556, 4.615, -2.214], [-0.742, 3.648, -1.152], [0.317, 3.503, -0.162], [-1.817, 2.824, -1.128], [-1.989, 1.964, -0.274], [-0.505, 5.628, -1.811], [-1.385, 4.551, -2.916], [0.370, 4.412, -2.760], [0.337, 4.359, 0.516], [1.283, 3.429, -0.667], [0.148, 2.599, 0.414], [-2.510, 2.974, -1.970], [2.973, -2.356, 1.784], [2.156, -1.915, 0.563], [3.062, -1.051, -0.336], [1.741, -3.166, -0.219], [1.039, -1.178, 0.970], [3.961, -2.725, 1.488], [2.467, -3.161, 2.335], [3.100, -1.503, 2.457], [3.912, -1.617, -0.736], [3.445, -0.199, 0.239], [2.476, -0.665, -1.170], [2.604, -3.748, -0.573], [1.143, -2.866, -1.080], [1.120, -3.809, 0.418], [0.459, -0.970, -4.506], [-0.765, -0.614, -3.111], [-1.994, -2.037, -3.303], [-1.716, 0.883, -3.827], [-1.033, 2.040, -4.239], [-1.705, 3.172, -4.696], [-3.096, 3.193, -4.727], [-3.801, 2.066, -4.317], [-3.118, 0.929, -3.882], [-0.097, -1.086, -5.444], [1.021, -1.893, -4.311], [1.192, -0.160, -4.633], [-2.349, -2.136, -4.342], [-2.862, -1.921, -2.643], [-1.502, -2.975, -3.014], [0.059, 2.053, -4.208], [-1.145, 4.040, -5.027], [-3.624, 4.078, -5.070], [-4.885, 2.067, -4.347], [-3.693, 0.053, -3.575]],
  "forces_ev_per_a": [[0.736, -0.425, -0.593], [-0.193, -0.129, -0.122], [0.117, 0.016, 0.078], [0.184, 0.025, 0.142], [-0.029, 0.107, -0.143], [-0.222, -0.095, 0.064], [0.066, 0.054, 0.007], [0.170, 0.171, 0.069], [-0.624, 0.081, 0.229], [-0.070, 0.196, 0.256], [-0.074, 0.026, -0.168], [0.221, -0.203, -0.077], [0.063, -0.087, -0.120], [-0.171, 0.162, 0.119], [0.047, -0.102, -0.173], [0.085, -0.074, 0.095], [0.420, -0.250, 0.077], [-0.144, 0.091, -0.017], [0.071, 0.212, -0.274], [-0.039, 0.151, -0.156], [0.033, -0.206, 0.219], [-0.042, 0.054, -0.032], [0.012, -0.031, -0.097], [0.026, 0.042, 0.003], [-0.022, 0.032, 0.034], [-0.062, -0.122, 0.080], [0.019, 0.004, 0.019], [-0.112, 0.036, -0.059], [0.014, -0.006, -0.070], [0.118, -0.060, 0.044], [0.043, 0.016, 0.113], [-0.174, -0.046, 0.164], [-0.095, 0.059, -0.021], [0.049, 0.022, -0.056], [0.070, -0.014, 0.004], [-0.061, 0.010, 0.256], [-0.029, -0.108, 0.005], [-0.122, 0.051, -0.219], [0.435, -0.178, 0.145], [-0.303, 0.375, -0.145], [0.042, 0.074, 0.065], [0.097, 0.092, 0.256], [-0.023, -0.015, -0.001], [-0.002, 0.046, -0.001], [-0.028, -0.009, 0.002], [-0.040, -0.057, 0.006], [-0.001, 0.075, 0.084], [0.050, -0.022, 0.189], [-0.088, 0.162, -0.055], [0.061, 0.014, 0.200], [-0.038, -0.147, 0.051], [0.028, -0.144, -0.094], [-0.042, -0.018, 0.051], [0.033, 0.158, -0.087], [0.022, -0.059, -0.046], [-0.034, 0.034, 0.037], [-0.061, -0.089, -0.074], [-0.037, 0.025, -0.096], [-0.101, 0.073, 0.065], [-0.051, -0.008, -0.120], [0.060, 0.085, -0.085], [0.497, 0.045, -0.062], [-0.356, 0.270, 0.554], [-0.217, -0.272, -0.098], [-0.094, 0.301, -0.004], [-0.120, -0.069, -0.144], [-0.066, -0.368, -0.234], [0.033, -0.071, 0.000], [0.167, -0.118, 0.054], [-0.016, 0.088, -0.027], [0.101, -0.015, 0.045], [-0.094, 0.165, -0.052], [-0.124, -0.190, -0.017], [0.047, -0.022, 0.204], [0.133, -0.063, -0.116], [-0.090, 0.103, -0.071], [-0.191, -0.002, 0.018], [-0.015, -0.050, -0.029], [0.021, -0.060, 0.002], [0.006, 0.003, 0.017], [0.124, 0.200, -0.068]],
  "orbital_gap_ev": 6.74,
  "total_charge": -1,
  "homo_energy_ev": -4.21,
  "e_above_lowest_kj_mol": 40.24
}


2.
{
  "formula": "C33H39FN4P2Pt",
  "method": "wB97M-V/def2-TZVPD",
  "elements": ["Pt", "C", "C", "C", "C", "C", "C", "C", "C", "C", "H", "H", "H", "H", "H", "H", "H", "H", "H", "H", "H", "H", "H", "H", "H", "P", "P", "N", "N", "N", "N", "C", "C", "C", "C", "C", "C", "C", "C", "C", "C", "C", "C", "C", "C", "C", "C", "C", "C", "H", "H", "H", "H", "H", "H", "H", "H", "H", "H", "H", "H", "H", "H", "H", "H", "H", "H", "H", "H", "F", "C", "C", "C", "C", "C", "C", "H", "H", "H", "H"],
  "coordinates": [[-0.865, -1.142, -0.173], [1.363, -1.912, -0.341], [0.608, -2.258, -1.469], [0.146, -3.679, -1.757], [-1.313, -3.921, -1.338], [-1.774, -3.123, -0.137], [-0.988, -3.045, 1.042], [0.369, -3.671, 1.245], [1.564, -2.754, 0.869], [-2.279, -0.231, 0.917], [2.084, -1.102, -0.476], [0.716, -1.638, -2.370], [0.818, -4.431, -1.308], [0.203, -3.820, -2.848], [-1.950, -3.643, -2.196], [-1.489, -4.997, -1.162], [-2.863, -2.998, -0.027], [-1.517, -2.782, 1.968], [0.462, -4.655, 0.763], [0.467, -3.855, 2.322], [1.742, -2.083, 1.732], [2.479, -3.359, 0.760], [-2.026, 0.831, 1.038], [-2.349, -0.707, 1.905], [-3.244, -0.315, 0.399], [-3.818, -5.705, -0.358], [-1.739, -5.944, -3.544], [-3.573, -6.561, 1.131], [-5.598, -6.011, -0.332], [-0.679, -7.327, -3.426], [-2.029, -6.113, -5.282], [-3.355, -7.112, -1.435], [-3.309, -6.723, -2.933], [-3.715, -5.874, 2.349], [-3.813, -6.808, 3.368], [-3.754, -8.116, 2.774], [-3.622, -7.937, 1.400], [-6.525, -4.986, -0.514], [-7.800, -5.534, -0.599], [-7.663, -6.953, -0.432], [-6.305, -7.214, -0.271], [0.717, -7.210, -3.263], [1.213, -8.431, -2.837], [0.101, -9.332, -2.711], [-1.028, -8.656, -3.134], [-1.786, -7.223, -6.110], [-2.483, -7.058, -7.300], [-3.192, -5.809, -7.211], [-2.906, -5.257, -5.972], [-4.082, -7.937, -1.310], [-2.382, -7.484, -1.071], [-3.530, -7.617, -3.541], [-4.080, -5.963, -3.167], [-3.707, -4.791, 2.341], [-3.934, -6.580, 4.419], [-3.825, -9.067, 3.287], [-3.522, -8.673, 0.609], [-6.173, -3.973, -0.579], [-8.715, -4.985, -0.762], [-8.462, -7.679, -0.421], [-5.799, -8.153, -0.143], [1.210, -6.271, -3.473], [2.252, -8.667, -2.640], [0.117, -10.336, -2.315], [-2.045, -8.996, -3.247], [-1.129, -8.012, -5.778], [-2.497, -7.760, -8.124], [-3.840, -5.390, -7.970], [-3.223, -4.334, -5.514], [2.773, 3.678, -1.378], [1.806, 2.765, -1.031], [1.828, 2.245, 0.259], [0.960, 1.182, 0.536], [0.147, 0.661, -0.469], [0.042, 1.285, -1.704], [0.901, 2.354, -2.004], [2.512, 2.629, 1.009], [0.928, 0.729, 1.524], [-0.690, 0.913, -2.421], [0.872, 2.832, -2.979]],
  "forces_ev_per_a": [[2.672, 1.349, 0.714], [-0.539, 0.267, -0.937], [0.467, -0.329, -0.745], [-0.165, -0.123, -0.039], [-0.421, 0.347, 0.004], [-0.549, -0.009, -0.534], [-0.185, 0.428, 0.885], [0.573, -0.142, 0.327], [-0.184, -0.438, 0.744], [-1.341, 0.072, 0.147], [-0.468, 0.038, 0.205], [0.200, -0.174, 0.489], [-0.196, 0.401, -0.139], [0.053, -0.075, 0.332], [0.117, -0.138, 0.457], [0.199, 0.134, 0.015], [0.637, -0.190, -0.065], [0.145, -0.171, -0.381], [-0.125, 0.271, 0.037], [-0.001, -0.168, -0.221], [0.003, -0.256, -0.423], [-0.001, 0.073, 0.000], [0.025, -0.270, -0.082], [-0.109, 0.157, -0.211], [0.050, 0.146, 0.346], [-2.336, -1.684, 0.840], [0.208, -1.247, -1.562], [0.415, -0.005, 1.186], [-0.265, 0.409, -0.615], [0.644, -0.513, 0.519], [-0.762, -0.082, -0.889], [0.277, -0.182, -0.480], [-0.183, -0.158, -0.031], [0.235, -1.293, -0.103], [-0.039, 0.367, -0.777], [0.020, 0.729, -1.075], [0.119, 0.444, 1.033], [-0.492, -1.014, -0.199], [1.041, -0.026, 0.221], [1.249, 0.584, 0.057], [-0.743, 0.772, -0.346], [-0.638, -0.984, 0.366], [-0.558, 0.617, -0.149], [-0.442, 0.854, -0.548], [0.919, 0.380, 0.492], [-0.715, 0.714, -0.243], [0.244, 0.439, 1.102], [0.385, -0.193, 0.793], [0.511, -0.953, -0.396], [0.405, 0.505, -0.055], [-0.212, 0.117, -0.257], [0.030, 0.543, 0.062], [0.136, -0.372, 0.051], [-0.040, -0.196, 0.135], [0.060, -0.042, -0.173], [0.080, 0.194, -0.126], [-0.039, 0.232, 0.305], [-0.091, 0.141, -0.036], [0.072, -0.015, 0.082], [0.120, -0.001, 0.001], [-0.027, -0.025, 0.124], [-0.052, -0.104, 0.074], [-0.203, 0.125, -0.017], [0.060, -0.044, -0.260], [0.131, 0.014, 0.142], [-0.105, 0.073, -0.081], [0.084, 0.170, 0.107], [0.133, 0.024, 0.168], [-0.038, 0.006, -0.060], [-0.737, -0.309, 0.254], [0.418, 0.069, -0.266], [-0.442, -0.243, -0.290], [0.118, 0.137, -0.259], [-0.797, -0.463, -0.089], [0.508, 0.240, 0.184], [-0.109, -0.135, 0.264], [-0.051, 0.003, -0.161], [0.201, 0.063, -0.092], [0.301, 0.138, -0.032], [0.135, -0.016, 0.182]],
  "orbital_gap_ev": [5.57, 5.62],
  "spin_multiplicity": 3,
  "s2": 2.0059,
  "homo_energy_ev": [-5.18, -8.29],
  "e_above_lowest_kj_mol": 54.63
}


Which formula does entry 1 have?
C33H39AgF3NO2SbSi